100
Properties=species:S:1:pos:R:3:forces:R:3 method="wB97M-V/def2-TZVPD" spin_multiplicity=1 charge=-1 fmax_ev_per_a=7.23 lumo_ev=1.75 gap_ev=3.40 total_energy_ha=-5101.99338
C 6.792 0.267 0.775 -0.7 0.1 0.1
C 5.212 0.045 0.683 -0.7 -0.6 0.0
C 4.486 0.934 -0.425 1.6 2.2 -0.3
O 5.071 1.974 -0.813 -2.0 -3.1 0.6
O 3.200 0.624 -0.946 1.5 0.5 1.3
C 2.159 1.039 -0.006 -1.5 0.1 1.6
C 1.354 -0.206 0.638 1.4 -0.1 0.3
C 2.280 -1.104 1.605 -1.8 -1.6 -0.8
P 2.170 -2.929 1.112 1.8 3.8 0.0
O 2.685 -2.999 -0.568 0.6 0.3 0.7
Br 3.720 -3.964 2.501 2.3 -0.7 1.3
H 7.170 0.654 -0.221 -0.2 -0.2 1.4
H 7.367 -0.696 1.005 -1.2 1.3 -0.3
H 6.969 1.002 1.637 0.1 -0.9 -1.5
H 4.713 0.338 1.675 0.5 -0.6 -1.5
H 4.947 -1.059 0.542 0.1 1.7 0.2
H 1.366 1.697 -0.493 1.5 -0.8 0.0
H 2.652 1.690 0.804 -0.8 -1.0 -1.0
H 0.494 0.219 1.273 1.0 -0.4 -1.3
H 0.957 -0.815 -0.245 0.4 1.0 1.3
H 1.901 -1.029 2.692 0.7 -0.3 -1.4
H 3.625 -3.279 -0.612 -0.8 0.3 0.1
C 9.937 -1.109 3.113 0.0 0.8 -1.0
C 9.870 -0.263 1.881 0.2 1.1 -1.4
N 9.817 0.398 0.916 0.4 -1.6 2.3
H 10.859 -1.692 3.113 -0.1 0.0 0.0
H 9.915 -0.476 4.001 0.0 0.0 -0.1
H 9.088 -1.787 3.140 0.1 0.3 -0.1
C -2.308 -4.801 1.753 0.9 0.3 0.0
C -0.947 -4.295 1.392 2.1 0.8 -0.4
N 0.126 -3.880 1.107 -6.9 -2.2 -0.3
H -2.724 -4.200 2.563 0.0 -0.1 0.0
H -2.969 -4.738 0.887 0.1 0.0 0.0
H -2.247 -5.842 2.078 0.0 0.1 0.0
C -1.029 4.415 -1.440 0.3 -0.5 0.7
C -0.480 3.705 -0.244 0.6 -0.8 1.4
N -0.050 3.151 0.695 -1.3 1.5 -2.2
H -0.678 5.448 -1.451 0.0 -0.1 0.1
H -0.700 3.916 -2.354 0.0 0.0 0.1
H -2.119 4.400 -1.401 0.1 0.0 0.0
C 7.972 -5.479 3.128 0.3 0.6 0.4
C 8.495 -4.299 3.882 0.5 1.3 0.9
N 8.905 -3.372 4.470 -1.1 -2.7 -1.1
H 6.912 -5.616 3.345 0.0 0.2 0.0
H 8.099 -5.319 2.056 0.0 0.1 0.1
H 8.517 -6.377 3.422 0.0 0.1 0.0
C -4.349 2.459 0.551 0.1 0.9 -1.2
C -4.483 3.314 -0.670 0.0 1.8 -2.2
N -4.592 3.989 -1.639 0.2 -2.2 3.3
H -3.388 1.942 0.537 -0.1 0.1 -0.1
H -4.408 3.080 1.446 -0.1 0.0 -0.1
H -5.148 1.724 0.576 0.1 0.3 -0.2
C 0.285 0.460 -4.013 -0.2 -0.1 0.8
C -0.284 0.248 -2.650 -0.5 -0.3 1.5
N -0.704 0.081 -1.570 0.5 0.5 -2.7
H 0.217 1.515 -4.279 0.0 -0.2 0.0
H 1.333 0.156 -4.024 -0.1 -0.1 0.1
H -0.265 -0.131 -4.746 0.0 0.1 0.1
C -0.365 6.019 -5.547 0.0 -0.9 0.1
C -0.384 4.540 -5.337 0.0 -1.7 0.2
N -0.399 3.381 -5.174 -0.1 3.0 -0.4
H 0.658 6.390 -5.470 -0.1 -0.1 0.0
H -0.757 6.258 -6.536 0.0 -0.1 0.1
H -0.980 6.509 -4.791 0.0 -0.1 0.0
C -3.153 -0.845 3.259 -0.6 0.5 -0.3
C -4.283 -0.092 2.632 -1.3 0.8 -0.7
N -5.167 0.501 2.140 2.0 -2.2 1.8
H -2.303 -0.179 3.412 -0.1 0.0 -0.1
H -3.468 -1.250 4.221 -0.1 0.0 -0.1
H -2.849 -1.666 2.608 0.0 0.1 0.0
C -6.481 -6.411 2.514 0.1 0.6 0.5
C -5.937 -5.227 3.243 0.6 1.3 0.9
N -5.509 -4.296 3.814 -1.0 -2.2 -1.5
H -7.532 -6.554 2.773 0.1 0.1 0.1
H -6.392 -6.247 1.432 -0.1 -0.2 0.7
H -5.923 -7.308 2.786 0.0 0.1 0.0
C -5.540 -3.273 -0.613 -0.1 -1.1 0.3
C -5.605 -4.751 -0.390 0.0 -1.7 0.2
N -5.657 -5.911 -0.214 0.3 3.1 -1.1
H -4.499 -2.948 -0.638 -0.1 -0.1 -0.1
H -6.014 -3.019 -1.559 0.1 -0.1 0.1
H -6.056 -2.753 0.196 0.0 -0.1 0.0
C -6.762 1.065 -1.742 0.4 -0.7 -0.2
C -6.007 -0.145 -2.193 0.9 -1.3 -0.5
N -5.412 -1.090 -2.547 -1.5 2.5 0.7
H -7.330 0.832 -0.840 0.1 -0.1 -0.1
H -6.066 1.877 -1.526 -0.1 -0.2 -0.2
H -7.451 1.384 -2.525 0.1 -0.1 0.0
C 3.938 2.044 -3.943 -0.5 0.4 -0.8
C 3.274 2.639 -5.148 -0.8 0.7 -1.5
N 2.750 3.105 -6.090 1.4 -1.1 2.4
H 4.578 2.787 -3.467 -0.1 -0.1 0.0
H 3.184 1.713 -3.227 0.1 0.0 0.0
H 4.546 1.188 -4.240 -0.1 0.1 0.0
C -6.254 6.676 0.682 0.3 -0.4 0.6
C -5.711 5.967 1.882 0.6 -0.8 1.3
N -5.284 5.409 2.819 -1.0 1.3 -2.3
H -5.899 7.707 0.669 0.0 -0.1 0.1
H -5.923 6.172 -0.227 0.0 0.0 0.1
H -7.345 6.675 0.714 0.1 0.0 0.1